Record 1
163
Properties=species:S:1:pos:R:3:forces:R:3 method="wB97M-V/def2-TZVPD" total_charge=-2
Cl 0.5785 -0.5952 0.0245 -0.4 0.8 0.0
O -0.0774 -0.0852 1.1743 -1.2 1.1 1.5
O 0.3178 0.2408 -1.1086 0.3 -0.3 0.0
O 1.9543 -0.7020 0.3184 2.8 0.5 0.0
O 0.1278 -1.9240 -0.1568 -1.4 -2.4 -1.2
C -3.1197 6.5825 -3.3503 0.2 -0.9 0.1
C -2.1634 6.4674 -2.1308 0.2 -0.8 0.4
C -3.0225 7.0507 -0.9933 0.2 -0.2 1.2
C -2.4090 6.8904 0.4255 -0.5 -0.6 -0.9
C -2.0385 5.3938 0.6632 0.0 2.1 -0.2
C -1.2647 4.6936 -0.4480 0.5 0.8 -0.3
N -1.8304 5.0426 -1.7916 -0.7 -0.5 -1.4
O -1.2159 4.3671 -2.9645 -0.4 1.4 2.0
C -1.4661 3.2250 -0.1025 0.3 -0.7 -1.4
C 0.2370 5.0601 -0.3322 0.2 -0.3 0.0
C -0.9493 7.3909 -2.4398 -0.7 0.1 0.0
H -3.9981 5.9546 -3.2006 0.0 -0.3 0.1
H -2.6610 6.2744 -4.2899 0.2 0.0 0.1
H -3.4990 7.6022 -3.4168 0.2 0.3 -0.1
H -3.9763 6.5260 -0.9375 0.0 -0.6 -0.3
H -3.3686 8.0586 -1.2223 0.5 0.5 0.1
H -3.1753 7.0867 1.1754 -0.1 0.4 0.1
H -1.5996 7.5935 0.6219 0.3 -0.1 -0.1
H -2.9736 4.8708 0.8639 0.0 -0.1 0.0
H -1.4245 5.4379 1.5627 0.0 -0.6 0.3
H -2.5341 3.0071 -0.1128 -0.1 0.0 0.1
H -1.0271 2.9002 0.8408 0.0 0.4 0.2
H -1.0217 2.6001 -0.8772 0.1 0.0 -0.1
H 0.7217 4.7363 0.5888 -0.4 -0.1 0.6
H 0.3819 6.1393 -0.3818 0.1 0.0 -0.2
H 0.8343 4.5295 -1.0738 -0.3 0.3 -0.6
H -0.3095 7.0395 -3.2494 -0.1 -0.5 0.2
H -0.3503 7.5932 -1.5519 0.0 0.1 -0.1
H -1.4076 8.3086 -2.8084 0.2 0.5 0.1
C 3.1129 2.5007 -0.9774 0.9 -0.8 0.5
C 3.1641 1.8181 -2.3284 -0.2 -0.9 0.5
O 2.1863 2.3896 -3.1334 0.1 0.6 -1.0
H 3.4922 3.5121 -1.1233 -0.6 0.4 0.2
H 3.8037 2.0584 -0.2596 0.3 -0.3 0.0
H 2.1365 2.4083 -0.5017 -0.1 0.4 -0.4
H 2.9641 0.7469 -2.3529 0.0 -0.1 0.6
H 4.1341 1.9541 -2.8067 0.6 0.0 0.1
H 2.6278 3.2117 -3.3587 -0.9 0.6 -0.3
C -3.7959 -5.4763 6.9745 0.4 0.2 -0.4
O -2.9699 -5.7248 5.8202 -0.6 -0.3 0.5
C -3.3723 -4.9440 4.7011 -1.0 0.5 0.0
C -2.5903 -5.1651 3.4321 1.2 -0.4 0.0
N -3.0309 -4.3586 2.2876 -0.3 -0.9 1.2
C -2.6515 -2.9812 2.4772 0.1 1.4 -0.6
C -3.4178 -2.0146 1.5595 1.2 0.4 -0.1
O -4.4570 -1.3028 2.1591 -1.2 0.0 0.9
C -5.6775 -2.0192 2.2901 0.6 -0.2 -0.4
H -3.4607 -6.0419 7.8439 0.5 -0.2 -0.3
H -4.8474 -5.7382 6.8566 -0.1 -0.1 -0.6
H -3.7731 -4.4227 7.2530 0.1 0.2 -0.1
H -3.3185 -3.8945 4.9903 0.1 0.2 0.0
H -4.4145 -5.1097 4.4281 -0.4 -0.3 0.3
H -2.5687 -6.2047 3.1052 -0.4 -0.2 0.3
H -1.5503 -4.9218 3.6498 0.5 0.0 0.2
H -2.4277 -4.7046 1.5551 -0.3 0.0 -0.5
H -1.5830 -2.8426 2.3122 0.3 0.0 -0.5
H -2.7219 -2.6039 3.4974 -0.7 -0.3 0.2
H -3.7683 -2.4699 0.6332 0.0 -0.5 -0.1
H -2.6915 -1.2538 1.2737 0.0 0.1 -0.1
H -5.5662 -3.0065 2.7385 0.3 0.0 0.5
H -6.0703 -2.2539 1.3008 -0.3 0.3 -0.3
H -6.3773 -1.4185 2.8710 0.1 0.0 -0.1
C 2.2432 -1.7923 -3.4286 -0.2 0.8 -0.1
O 1.7665 -0.8005 -4.3690 0.6 -1.3 0.3
C 2.7472 -0.6122 -5.3546 -0.3 0.9 -0.5
C 2.3007 0.3513 -6.4799 -0.4 -1.2 1.1
N 1.7590 1.6096 -6.0166 -0.2 -1.0 -0.9
C 1.4229 2.3296 -7.2301 -0.3 1.4 0.1
C 0.6735 3.6424 -7.0241 -0.4 -0.3 0.9
O -0.5525 3.4862 -6.3333 -0.3 0.2 -1.0
C -1.2807 4.7242 -6.3324 0.1 -0.9 1.3
H 1.7856 -1.6195 -2.4545 -0.1 0.2 -0.1
H 3.3279 -1.7265 -3.3435 0.2 0.3 0.2
H 2.0555 -2.8279 -3.7120 -0.4 -0.1 -0.5
H 3.0651 -1.5412 -5.8278 -0.2 -0.5 -0.2
H 3.6580 -0.2399 -4.8857 0.3 0.4 0.2
H 1.5410 -0.1354 -7.0914 -0.1 -0.2 0.0
H 3.1754 0.5083 -7.1110 0.5 -0.1 -0.4
H 2.5545 2.0355 -5.5629 -0.4 0.7 0.5
H 0.8385 1.8043 -7.9855 -0.1 -0.9 0.5
H 2.3608 2.5624 -7.7344 0.3 0.4 -0.6
H 0.4077 4.0601 -7.9952 0.6 0.3 -0.4
H 1.3062 4.3071 -6.4359 0.2 0.5 -0.1
H -0.7420 5.3968 -5.6650 -0.2 0.4 0.0
H -2.2550 4.5206 -5.8880 0.2 -0.1 0.3
H -1.4842 5.1856 -7.2987 0.5 -0.2 -0.6
C 3.1990 -3.8530 -0.1456 0.6 -0.2 0.2
O 3.7945 -5.0917 0.2531 0.0 0.4 1.2
C 3.4686 -6.2625 -0.4002 1.7 -0.5 -0.9
C 4.5449 -7.3483 0.0116 -1.6 -0.1 -0.4
N 4.3315 -7.6761 1.4146 0.1 0.5 -0.5
C 5.4930 -8.2328 2.0962 -0.5 0.7 1.3
C 6.4306 -7.1065 2.6212 -0.3 -0.7 -0.3
O 5.7223 -6.2514 3.5307 0.4 -0.3 -0.4
C 6.6030 -5.4066 4.2361 0.3 0.3 0.3
H 3.7291 -3.4933 -1.0275 0.0 0.2 -0.1
H 3.4023 -3.2045 0.7066 -0.3 0.3 -0.3
H 2.1338 -3.8674 -0.3764 -0.1 -0.3 0.3
H 3.5839 -6.0915 -1.4705 -0.1 -0.2 -0.5
H 2.4341 -6.5643 -0.2365 0.0 -0.4 0.3
H 5.5807 -7.0458 -0.1418 0.0 0.6 -0.5
H 4.3720 -8.2231 -0.6151 0.0 -0.2 -0.1
H 4.2448 -6.7271 1.7490 -0.5 0.1 1.0
H 5.9701 -9.0207 1.5134 0.4 0.4 -0.3
H 5.0883 -8.7510 2.9655 0.1 -0.1 0.3
H 6.7965 -6.5665 1.7479 0.0 0.5 0.0
H 7.3049 -7.5221 3.1222 0.1 -0.2 0.2
H 7.2063 -4.7480 3.6114 -0.1 0.0 -0.5
H 7.3133 -5.9611 4.8494 0.1 -0.4 0.1
H 6.0803 -4.7450 4.9269 -0.5 -0.2 -0.2
C -0.2223 -2.6635 6.6854 -1.0 -0.5 0.2
O 0.0765 -1.3570 6.3492 0.8 0.8 0.6
C 0.8456 -1.2671 5.1778 -0.4 1.0 -1.2
C 0.8579 0.1507 4.5786 1.1 -0.9 -0.3
N 1.9418 1.0342 5.0794 -1.3 -0.2 -0.2
C 1.7460 1.3855 6.4718 0.0 -1.3 -0.4
C 2.9490 2.0981 7.0125 -0.8 -1.3 -0.4
O 2.6323 2.3551 8.3590 0.0 3.6 1.0
C 1.9890 3.6815 8.5234 -0.7 -1.0 0.4
H -1.0430 -3.0053 6.0548 -0.1 -0.4 -0.3
H -0.6121 -2.6727 7.7033 0.2 0.0 0.1
H 0.5961 -3.3771 6.5898 0.3 0.1 0.0
H 1.8798 -1.6039 5.2495 0.2 -0.1 0.6
H 0.3906 -1.9138 4.4275 -0.2 -0.1 -0.3
H 1.1156 -0.0284 3.5348 -0.2 0.2 -0.2
H -0.1299 0.6115 4.5877 -0.2 0.0 0.3
H 1.7956 1.8546 4.5088 0.5 0.4 -0.1
H 0.8064 1.8720 6.7338 -0.2 0.6 -0.3
H 1.6655 0.4326 6.9948 0.1 0.0 0.2
H 3.7512 1.3604 6.9934 0.3 0.3 0.1
H 3.2023 2.9115 6.3326 0.2 0.6 0.6
H 0.9760 3.6833 8.1210 0.0 -0.3 -0.5
H 2.4602 4.5925 8.1544 0.8 -0.5 -0.6
H 1.7822 3.9264 9.5652 0.5 -0.7 0.4
C -3.7517 2.1661 -6.5730 -0.3 -0.3 2.0
O -3.3458 2.1147 -5.1885 -0.3 0.0 -0.2
C -4.4113 1.9985 -4.2499 -0.5 -0.1 0.4
C -4.2264 0.8944 -3.2165 1.0 0.4 -2.1
N -3.1030 1.2372 -2.3653 -1.0 -1.5 -0.1
C -2.9738 0.0874 -1.4864 1.5 -0.8 0.7
C -2.5475 -1.2845 -2.1190 -0.3 0.5 -1.0
O -1.5521 -1.1579 -3.1531 0.9 -0.9 0.2
C -1.0167 -2.4515 -3.5399 -1.0 0.3 0.7
H -2.9203 2.4852 -7.2015 0.1 -0.1 0.3
H -4.5882 2.8634 -6.6193 -0.1 0.1 -0.5
H -4.0827 1.1565 -6.8166 -0.1 -0.1 -0.6
H -5.3917 1.7993 -4.6828 -0.1 0.0 -0.8
H -4.5592 2.8975 -3.6516 0.4 0.7 -0.3
H -4.0453 -0.0053 -3.8046 0.4 -0.3 0.2
H -5.1555 0.7101 -2.6771 -0.5 0.1 0.3
H -3.5392 1.9288 -1.7725 0.8 0.8 0.2
H -3.9243 -0.0411 -0.9686 -0.5 -0.7 0.2
H -2.2688 0.3004 -0.6828 0.3 0.2 -0.2
H -3.3995 -1.7669 -2.5980 -0.6 0.0 -0.2
H -2.2863 -2.0041 -1.3430 0.6 0.3 0.3
H -1.8305 -3.0502 -3.9490 -0.4 -0.3 0.1
H -0.5780 -2.9732 -2.6894 -0.2 0.0 0.4
H -0.2463 -2.5174 -4.3082 0.0 1.4 -0.1



Record 2
168
Properties=species:S:1:pos:R:3:forces:R:3 method="wB97M-V/def2-TZVPD" smiles="CC1(C)CCCC(C)(C)N1O.CC1(C)CCCC(C)(C)N1O.CC1(C)CCCC(C)(C)N1O.CC1(C)CCCC(C)(C)N1O.NC(N)=O.NC(N)=O.NC(N)=O.NC(N)=O.NC(N)=O.NC(N)=O" relative_energy_kj_mol=1016.3
C 5.3948 12.8681 -22.5183 0.1 -0.6 1.3
C 6.4320 12.4795 -21.3401 0.4 -0.4 0.9
C 5.7287 12.4725 -19.8660 0.8 -0.3 -1.6
C 4.9188 11.2028 -19.5977 -1.0 2.6 0.1
C 5.8240 10.0420 -19.6495 -0.7 -0.4 0.3
C 6.5435 9.8600 -20.9979 0.5 -0.3 0.3
N 7.1904 11.1294 -21.4285 -1.0 1.5 0.8
O 7.8021 10.9978 -22.7001 -0.1 -0.1 0.7
C 7.6476 8.8782 -20.6588 1.6 -1.1 -0.8
C 5.6035 9.2950 -22.0590 -0.8 0.3 -0.6
C 7.5468 13.5367 -21.1781 -0.2 0.0 -0.2
H 5.5577 12.5631 -23.5520 0.7 -0.5 0.2
H 5.2335 13.9415 -22.6176 0.3 0.2 0.5
H 4.4307 12.4583 -22.2172 -0.2 -0.1 -0.1
H 6.5415 12.4714 -19.1397 0.4 -0.3 -0.1
H 5.2735 13.4323 -19.6215 -0.6 0.0 -0.6
H 4.0319 11.1035 -20.2234 0.2 -0.1 -0.7
H 4.4059 11.3622 -18.6493 0.4 -0.4 0.6
H 5.1426 9.2248 -19.4128 0.5 -0.8 -0.4
H 6.5207 10.0842 -18.8123 0.3 0.1 -0.2
H 8.2485 8.4668 -21.4698 -0.8 -0.2 -1.1
H 8.5413 9.2740 -20.1764 -0.7 0.7 1.1
H 7.2503 8.0029 -20.1450 0.0 0.1 0.3
H 5.1707 8.3061 -21.9078 0.3 -0.1 0.6
H 4.7469 9.9551 -22.1957 -0.1 0.2 0.1
H 6.0452 9.2238 -23.0530 0.3 -0.1 0.0
H 8.1308 13.4049 -20.2672 -0.3 -0.3 0.2
H 7.0386 14.4964 -21.0841 0.2 0.3 -0.2
H 8.3053 13.5593 -21.9606 -0.4 0.0 -0.4
H 7.1184 10.5626 -23.2146 0.0 0.1 -0.8
C 2.2892 6.4633 -29.2254 -0.5 0.0 0.3
C 2.6077 7.9629 -29.2258 -0.2 1.7 -0.2
C 1.5936 8.7990 -30.1940 -1.4 -1.9 1.4
C 0.1980 9.0974 -29.5564 1.6 1.5 1.9
C 0.5250 9.7586 -28.1601 0.6 -0.9 -0.5
C 1.4206 8.8523 -27.1877 -2.4 -1.0 1.8
N 2.6511 8.5397 -27.7997 0.7 1.4 -3.3
O 3.7036 8.1143 -26.9427 -0.9 -0.6 -0.6
C 1.6418 9.6968 -25.9142 0.2 -0.4 -0.7
C 0.6581 7.4994 -26.7386 0.5 0.7 -0.6
C 3.9403 8.2434 -29.9079 1.6 -0.9 0.0
H 2.5889 6.0734 -28.2526 0.6 -0.3 -0.4
H 2.7175 5.9413 -30.0810 0.3 0.0 0.2
H 1.2298 6.2072 -29.2416 -0.3 0.5 -0.2
H 2.0287 9.6966 -30.6334 0.1 0.1 0.5
H 1.3683 8.1404 -31.0328 0.5 -0.2 -0.2
H -0.5095 8.3027 -29.3196 0.4 -0.5 -0.7
H -0.3090 9.8535 -30.1559 -0.2 -0.1 -0.1
H -0.3954 10.1019 -27.6877 0.0 -0.4 0.4
H 1.0983 10.6672 -28.3441 0.2 0.1 0.0
H 0.6567 10.0696 -25.6335 0.3 0.5 0.1
H 2.0625 9.1795 -25.0519 0.0 -0.4 -0.2
H 2.3838 10.4398 -26.2067 -0.3 0.7 0.3
H 1.3882 6.7060 -26.5787 0.2 0.1 -0.1
H 0.1271 7.5415 -25.7876 -0.3 0.5 -0.2
H 0.0140 7.1865 -27.5605 -0.2 -0.2 0.3
H 3.9322 8.1503 -30.9939 -0.6 0.1 -0.1
H 4.7065 7.5074 -29.6643 0.0 -0.3 0.5
H 4.4442 9.1834 -29.6827 -0.6 0.3 0.2
H 4.2735 8.8865 -26.9196 0.3 0.1 0.1
C 10.2818 10.0029 -14.6430 1.1 0.7 -0.8
C 11.5482 10.5390 -15.4168 -0.2 -0.9 1.1
C 12.3398 11.4852 -14.4565 0.2 -0.3 -0.6
C 13.2046 10.7839 -13.3611 0.1 0.2 -1.5
C 13.8905 9.5309 -13.9256 0.2 -0.9 1.8
C 13.2162 8.5941 -14.8828 0.2 -1.4 -1.1
N 12.3841 9.3774 -15.8432 1.7 1.0 0.6
O 11.8302 8.6252 -16.8685 0.1 -0.2 -0.3
C 14.4395 7.8326 -15.6075 -1.7 0.5 0.3
C 12.4783 7.4078 -14.2307 -0.5 0.1 0.3
C 11.1308 11.3127 -16.6821 0.4 -0.1 -0.4
H 9.7533 9.4830 -15.4421 -0.8 -0.2 0.6
H 9.7398 10.8389 -14.2008 -0.4 0.0 -0.5
H 10.5511 9.3722 -13.7958 0.1 -0.3 -0.3
H 12.9235 12.1182 -15.1248 0.5 0.0 0.2
H 11.5852 12.1562 -14.0462 0.1 0.0 0.3
H 12.6311 10.6106 -12.4505 -0.2 -0.4 -0.2
H 14.0738 11.3648 -13.0525 -0.4 0.7 0.0
H 14.0688 8.9035 -13.0523 0.0 -0.2 0.3
H 14.9262 9.6304 -14.2504 -0.2 1.1 -0.3
H 15.0232 7.2013 -14.9375 0.1 0.6 0.7
H 13.9851 7.0462 -16.2102 0.2 0.5 -1.0
H 15.0713 8.6029 -16.0497 -0.1 -0.5 -0.7
H 11.8692 6.9015 -14.9795 -0.1 0.0 0.0
H 13.1838 6.6664 -13.8554 0.1 0.1 0.0
H 11.8344 7.6433 -13.3833 -0.1 0.3 0.0
H 10.4864 12.1689 -16.4828 -0.1 -0.1 0.2
H 10.6886 10.7030 -17.4700 -0.5 -0.3 0.5
H 11.9908 11.6804 -17.2418 0.4 0.2 0.5
H 10.9780 8.2928 -16.5772 -0.4 -0.3 0.3
C 1.2685 16.3741 -23.9188 0.6 0.9 0.6
C 0.0083 17.2867 -24.1869 0.4 -0.9 -0.9
C -0.5386 16.8504 -25.5646 -0.4 -0.1 -1.8
C -1.2282 15.4662 -25.6371 1.9 1.6 0.2
C -2.3376 15.4565 -24.6551 0.6 -1.1 0.4
C -1.9164 15.8906 -23.1937 -0.7 0.6 0.5
N -1.0995 17.1375 -23.2400 -0.5 0.7 -1.9
O -0.7949 17.7506 -22.0136 0.1 -1.1 0.6
C -3.2300 16.2434 -22.5053 -1.3 0.6 1.3
C -1.1871 14.7714 -22.4286 -0.1 -0.4 -0.7
C 0.3809 18.8106 -24.3360 -0.4 -0.9 0.8
H 1.3198 15.3698 -24.3392 -0.7 0.0 -0.2
H 1.5174 16.2533 -22.8645 -0.4 0.1 0.2
H 2.1615 16.8612 -24.3106 0.0 0.2 -0.3
H -1.1766 17.6276 -25.9852 -0.7 0.1 0.5
H 0.2020 16.8492 -26.3644 0.9 0.0 0.4
H -0.4155 14.7723 -25.4226 -0.2 -0.5 0.3
H -1.5933 15.1553 -26.6160 0.1 0.5 -0.2
H -2.5838 14.3970 -24.7251 -0.8 -0.2 1.1
H -3.1757 15.9778 -25.1176 -0.1 0.5 0.7
H -3.5448 17.2821 -22.6063 0.2 0.1 -0.9
H -4.0869 15.6311 -22.7863 0.2 -0.2 -0.6
H -3.3176 16.1840 -21.4204 1.0 -0.4 0.3
H -0.6973 14.1679 -23.1928 0.6 -0.1 0.3
H -0.4850 15.1535 -21.6875 0.0 0.1 -0.2
H -1.8472 14.0854 -21.8978 -0.3 0.1 -0.1
H 1.3226 18.9069 -24.8764 -0.2 0.1 -0.2
H 0.4674 19.3220 -23.3773 0.4 -0.3 0.1
H -0.4542 19.3264 -24.8100 0.2 -0.1 -0.4
H -1.2971 18.5687 -22.0065 -0.2 0.0 -0.1
C 12.0706 16.1941 -17.7777 0.0 0.7 -0.6
O 11.8481 15.8829 -18.8946 -1.5 -1.4 -3.9
N 13.2344 15.9400 -17.2461 3.4 -0.8 2.0
N 11.2569 16.8910 -17.0208 -2.0 1.8 2.6
H 13.9059 15.4882 -17.8503 0.0 0.2 0.4
H 13.4948 16.3284 -16.3509 0.3 -0.4 -0.3
H 11.6470 17.2745 -16.1718 -0.6 0.1 -0.1
H 10.3689 17.2479 -17.3437 0.4 -0.2 -0.1
C 12.2719 10.8200 -22.8947 0.4 -2.4 -0.5
O 13.2684 10.6819 -23.5304 2.8 1.0 -1.5
N 11.5504 9.8280 -22.5182 -2.7 -7.0 1.2
N 11.6369 11.8087 -22.4192 -1.2 9.4 1.7
H 11.8592 8.8836 -22.6992 -0.2 0.2 -0.1
H 10.6928 9.9764 -22.0056 0.3 -0.6 -0.2
H 12.0636 12.7241 -22.4234 0.0 -0.1 -0.3
H 10.7523 11.8318 -21.9324 0.4 -0.6 -0.3
C 9.5090 6.9741 -26.3956 3.5 -0.9 2.5
O 9.5935 6.5213 -25.2464 -0.9 0.4 -1.0
N 8.4765 7.1161 -27.1822 -3.2 -0.1 -0.7
N 10.6104 7.3430 -27.1030 1.0 0.5 -0.8
H 7.5678 6.8634 -26.8209 0.1 0.3 -0.5
H 8.6434 7.6393 -28.0299 -1.1 -0.3 0.3
H 10.3706 7.6879 -28.0215 1.2 0.1 0.2
H 11.5388 7.4701 -26.7262 -0.5 -0.1 0.1
C 6.6435 1.2389 -19.1101 -5.1 0.2 -0.9
O 5.5372 0.6860 -18.9171 1.6 0.7 0.9
N 6.8466 2.5264 -19.1829 -0.9 5.2 1.1
N 7.6500 0.6568 -19.6204 4.3 -5.3 -1.3
H 6.0664 3.1517 -19.0401 0.2 -0.2 0.0
H 7.6829 2.9534 -19.5547 -0.3 -0.3 0.2
H 8.4977 1.0739 -19.9775 -0.4 -0.2 0.3
H 7.5547 -0.3457 -19.5421 0.7 0.0 -0.5
C 6.1241 12.1641 -27.6373 1.2 0.1 0.8
O 6.3306 11.3065 -26.8537 1.5 -3.3 2.9
N 6.9155 13.1114 -28.0307 3.9 2.8 -1.0
N 4.9893 12.3460 -28.1645 -7.5 0.1 -3.1
H 7.8963 13.0782 -27.7917 -0.3 0.3 -0.2
H 6.5382 13.7295 -28.7348 1.0 0.1 0.3
H 4.8142 13.0294 -28.8873 -0.1 -0.3 0.3
H 4.2433 11.6868 -27.9947 0.2 0.1 0.0
C 13.4096 5.2179 -21.7862 3.7 0.8 -3.3
O 14.2347 5.5494 -22.6934 -2.0 -0.5 2.6
N 13.7169 4.9948 -20.4981 1.5 0.2 1.7
N 12.1376 4.9708 -21.9957 -2.6 -0.4 -0.3
H 14.5903 5.3713 -20.1582 -0.2 -0.4 0.0
H 13.1489 4.4159 -19.8961 0.3 0.3 -0.1
H 11.6399 4.9126 -21.1187 -0.8 0.2 -0.8
H 11.6876 5.2464 -22.8568 0.0 -0.1 0.2



Number 1: strongest force on any atom 0.073 hartree/bohr, orbital gap 3.027 eV. Number 2: strongest force on any atom 0.188 hartree/bohr, orbital gap 8.071 eV.